C29H37BrIN7O5PbS as an isolated structure. Source: the OMol25 dataset; level of theory: wB97M-V/def2-TZVPD.

Last column: Löwdin charge in e.
CARTESIAN COORDINATES (ANGSTROEM)
Pb 0.91641 -0.93679 -0.47088  1.1215
C 1.75956 4.29153 -3.24464  -0.0412
N 1.88682 3.49146 -2.03706  -0.1297
C 2.63553 4.06835 -0.93114  -0.0205
C 1.35134 2.26142 -1.90410  -0.4143
O 1.49716 1.58764 -0.89704  -0.1043
C 0.58125 1.70707 -3.09824  -0.1154
O -0.24124 0.62343 -2.74898  -0.1816
C -1.45234 1.04122 -2.14956  -0.1280
C -2.29928 -0.19545 -1.88722  -0.4241
O -1.81463 -1.31859 -2.02425  -0.0246
N -3.56764 -0.00544 -1.48778  -0.1289
C -4.23080 1.28197 -1.37160  -0.0238
C -4.35848 -1.15012 -1.06536  -0.0266
H 2.51548 5.07287 -3.21416  0.0905
H 1.93799 3.70076 -4.14275  0.0915
H 0.77956 4.77007 -3.31976  0.0961
H 2.25368 5.06595 -0.70979  0.0946
H 2.51345 3.43783 -0.05584  0.0855
H 3.69627 4.13877 -1.18244  0.0960
H -0.00412 2.48683 -3.59585  0.1267
H 1.32336 1.32468 -3.80410  0.1340
H -1.27184 1.55598 -1.19401  0.1004
H -1.97615 1.72074 -2.83162  0.1301
H -3.70590 2.05599 -1.92357  0.0797
H -5.23559 1.19602 -1.78894  0.0947
H -4.31260 1.58594 -0.32778  0.0958
H -3.70040 -1.98632 -0.85377  0.0833
H -4.90475 -0.88394 -0.16050  0.0940
H -5.07055 -1.44090 -1.84134  0.0943
C -1.92466 3.98898 0.45959  -0.0326
C -2.34809 3.04033 1.54839  -0.2772
N -3.32850 3.40095 2.32607  0.0961
C -3.66293 2.61661 3.38395  -0.1273
C -2.96234 1.49598 3.72905  -0.1847
C -3.29808 0.81103 5.02692  -0.2255
O -2.43483 1.19563 6.10002  -0.0591
C -1.90057 1.04996 2.89029  -0.0815
C -1.05176 -0.02186 3.33807  -0.0840
N -0.06943 -0.54766 2.69452  0.0332
C 0.71407 -1.49550 3.34881  -0.3618
C 0.21257 -2.49098 4.19510  -0.0283
C 1.05022 -3.41878 4.78941  -0.0851
C 2.41811 -3.38688 4.56459  -0.0996
C 2.94781 -2.42365 3.71849  -0.1747
C 2.10064 -1.50859 3.12191  -0.6314
I 2.88808 -0.09134 1.78837  1.0656
C -1.62357 1.77096 1.68058  -0.3305
O -0.82590 1.40480 0.78530  -0.1152
H -2.79228 4.40925 -0.05042  0.0726
H -1.26731 3.48605 -0.24980  0.0469
H -1.37402 4.82358 0.90150  0.0796
H -4.49535 2.95860 3.98832  0.1020
H -3.29474 -0.27901 4.91271  0.1094
H -4.29950 1.10193 5.34269  0.1139
H -1.53994 1.27039 5.75632  0.0735
H -1.19993 -0.33125 4.38212  0.1095
H -0.85690 -2.54704 4.36177  0.1116
H 0.62693 -4.18170 5.43072  0.1031
H 3.07196 -4.11109 5.03162  0.1008
H 4.01008 -2.39301 3.51843  0.0945
N 0.03552 -3.56089 -2.01104  0.0218
N 0.29651 -4.77478 -1.40746  -0.0914
C 1.12710 -4.88711 -0.35005  -0.8508
N 1.25313 -6.15070 0.11528  0.0757
S 1.95665 -3.64579 0.41033  0.6180
H -0.95551 -3.33028 -2.00413  0.0756
H 0.43223 -3.51785 -2.93855  0.0953
H -0.14768 -5.60504 -1.76892  0.1450
H 0.96282 -6.94638 -0.42738  0.1013
H 1.92413 -6.29663 0.84778  0.0878
Br 5.89230 -1.21453 -5.51113  0.6971
C 4.57723 -1.10211 -4.14117  -0.7069
C 3.23743 -1.16650 -4.47926  -0.1467
C 2.28816 -1.09165 -3.46360  -0.1743
C 2.62817 -0.95717 -2.11356  -0.3327
C 3.99459 -0.88514 -1.83287  -0.1530
C 4.96998 -0.95576 -2.82363  -0.1393
H 2.94040 -1.26976 -5.51534  0.0948
H 1.24045 -1.11029 -3.75845  0.0877
H 4.33420 -0.77871 -0.80752  0.0390
H 6.02076 -0.89859 -2.57064  0.0965

Atoms 1-2, force components in eV/Å:
Pb -0.57 0.07 -0.66
C -0.02 -0.04 0.00

The frontier orbital gap is 6.66 eV. The calculation puts the HOMO energy at -6.52 eV. The energy comes out at -5349.47891 Ha. The calculation puts the energy above the lowest of the compared OMol25 structures with the same formula, charge and spin at 129.4 kJ/mol.

---

C29H37IrN5O5PS as an isolated structure. Source: the OMol25 dataset; level of theory: wB97M-V/def2-TZVPD.

Last column: Löwdin charge in e.
CARTESIAN COORDINATES (ANGSTROEM)
Ir -0.07074 0.29193 0.04689  1.4266
O 2.33674 0.05356 0.01753  -0.1625
C 2.97487 -0.90927 0.89173  -0.1629
C 2.42452 -0.73626 2.27888  -0.1457
N 0.99580 -1.00366 2.35281  -0.1632
C 0.58795 -2.37292 2.09779  -0.0659
C 0.42770 -2.71999 0.62316  -0.5975
O 0.51797 -3.85707 0.24294  0.1143
O 0.18336 -1.71101 -0.18522  -0.1897
C 0.34681 -0.40234 3.49592  -0.0718
C -0.78843 0.52146 3.07762  -0.5815
O -1.65066 0.86380 3.84184  0.1185
O -0.69320 0.97987 1.84853  -0.3092
H 2.34436 -0.35259 -0.86009  0.0741
H 4.04812 -0.71460 0.89604  0.1361
H 2.80739 -1.91330 0.50140  0.1310
H 2.58076 0.30345 2.57460  0.1341
H 2.99893 -1.36540 2.97221  0.1475
H -0.39429 -2.53426 2.54657  0.1475
H 1.26919 -3.10199 2.54765  0.1485
H 1.04816 0.21502 4.06012  0.1417
H -0.04930 -1.14309 4.19068  0.1436
C 5.12791 1.73380 -5.08162  -0.0557
C 4.25034 1.94401 -3.84454  -0.5467
C 4.04699 3.45273 -3.63596  -0.0290
C 4.98790 1.36203 -2.63117  -0.0409
C 2.87845 1.28802 -4.00674  -0.1421
C 2.36764 0.94674 -5.26772  0.0002
C 1.10738 0.40417 -5.42388  -0.0441
C 0.33577 0.18497 -4.29214  -0.4353
S -1.27853 -0.44792 -4.19244  1.2034
C -1.22882 -0.28347 -2.49412  -0.5094
N -0.08585 0.16778 -2.00744  -0.0935
C 0.82434 0.49295 -3.02166  -0.2728
C 2.08754 1.06139 -2.88764  0.0075
C -2.31971 -0.46684 -1.57609  -0.2419
C -3.57329 -0.96611 -1.92467  -0.0200
C -4.55034 -1.05970 -0.95523  -0.0536
C -4.26805 -0.64371 0.34231  -0.0388
C -3.01742 -0.15139 0.69878  -0.0517
C -2.02403 -0.06618 -0.26616  -0.2011
H 6.13070 2.11092 -4.88026  0.0915
H 4.74899 2.27536 -5.94922  0.0859
H 5.21326 0.67730 -5.34140  0.0972
H 5.01229 3.95980 -3.59219  0.0963
H 3.52357 3.65908 -2.69911  0.0583
H 3.47057 3.88806 -4.45423  0.0973
H 5.97603 1.81667 -2.55254  0.0932
H 5.12039 0.28266 -2.73155  0.0986
H 4.47042 1.56197 -1.69031  0.0667
H 2.96368 1.11594 -6.15192  0.1128
H 0.73130 0.16171 -6.40868  0.1223
H 2.44936 1.35241 -1.91540  0.0695
H -3.77470 -1.27676 -2.94305  0.1129
H -5.52825 -1.44901 -1.20078  0.1148
H -5.03737 -0.70532 1.10130  0.1178
H -2.85476 0.17659 1.71430  0.0921
C 1.03159 5.19694 -1.51929  -0.1681
N -0.37642 4.83731 -1.68802  -0.1359
C -1.15541 5.44489 -0.60670  -0.1693
N -0.66861 5.09843 0.72758  -0.1371
C 0.74116 5.46629 0.82933  -0.1707
N 1.57577 4.85095 -0.20376  -0.1360
C 1.69660 3.40792 -0.02300  -0.2707
P 0.02612 2.63527 -0.14715  0.9830
C -0.55080 3.38880 -1.72165  -0.2707
C -0.88391 3.69333 1.05394  -0.2629
H 1.12283 6.27665 -1.64245  0.1361
H 1.62347 4.70849 -2.29590  0.1134
H -2.19939 5.14330 -0.70024  0.1340
H -1.09639 6.52808 -0.71784  0.1346
H 1.11836 5.18575 1.81396  0.1338
H 0.82158 6.54876 0.72407  0.1349
H 2.13437 3.18237 0.95222  0.1058
H 2.35911 3.00158 -0.78606  0.0612
H -1.60537 3.13594 -1.86114  0.1076
H 0.00672 2.96736 -2.56254  0.0893
H -0.54079 3.48265 2.06568  0.1008
H -1.94439 3.43935 1.01504  0.1118

Atoms 1-2, force components in eV/Å:
Ir 0.29 0.18 0.33
O -0.13 -0.03 -0.01

The frontier orbital gap (alpha / beta) is 8.05 / 5.94 eV. As for the charge: +1. The calculation puts the HOMO energy (alpha / beta) at -11.36 / -11.30 eV. The energy comes out at -2620.95715 Ha. The spin multiplicity is 2. The calculation puts the energy above the lowest of the compared OMol25 structures with the same formula, charge and spin at 80.4 kJ/mol.

---

C29H37N3O10P2SV as an isolated structure. Source: the OMol25 dataset; level of theory: wB97M-V/def2-TZVPD.

Last column: Löwdin charge in e.
CARTESIAN COORDINATES (ANGSTROEM)
V 1.04061 0.42294 1.42135  1.1571
C -3.08430 0.60164 1.72219  -0.0206
C -2.54640 1.79933 0.99881  -0.2142
C -3.37838 2.57607 0.20595  -0.0261
C -2.90036 3.71352 -0.42182  -0.0512
C -1.58380 4.11048 -0.25151  -0.0281
C -0.71329 3.37314 0.54204  -0.1870
C 0.68834 3.85677 0.77135  -0.0202
C -1.21648 2.21476 1.13995  -0.1932
N -0.39103 1.45027 2.03954  0.0021
C -0.64958 1.66594 3.42409  -0.3852
O -1.33686 2.54204 3.84868  0.1943
C 0.07702 0.66675 4.24570  -0.1405
C 0.06229 0.50186 5.61571  0.0657
C 0.79777 -0.55866 6.13941  0.0175
C 1.49340 -1.42331 5.29998  0.0677
C 1.44940 -1.16637 3.94309  -0.1327
N 0.77307 -0.14043 3.46813  0.0748
C 1.99880 -1.97977 2.82203  -0.3898
O 2.51148 -3.05092 2.96055  0.1852
N 1.77443 -1.34064 1.58906  0.0126
C 1.99878 -2.17834 0.42825  -0.2068
C 0.85507 -2.75834 -0.13715  -0.2070
C -0.48343 -2.66703 0.54169  -0.0368
C 1.01516 -3.51964 -1.28529  -0.0342
C 2.27587 -3.71797 -1.82824  -0.0481
C 3.39296 -3.20804 -1.19591  -0.0307
C 3.28709 -2.44707 -0.03368  -0.2090
C 4.52965 -2.05526 0.70768  -0.0197
H -4.02617 0.28825 1.27570  0.0898
H -3.27834 0.83398 2.77374  0.0925
H -2.40338 -0.24554 1.66606  0.0630
H -4.41317 2.28043 0.08127  0.1209
H -3.56476 4.30640 -1.03790  0.1147
H -1.22637 5.02053 -0.71827  0.1180
H 0.77421 4.89846 0.46749  0.0952
H 1.41906 3.29697 0.18831  0.0385
H 0.97432 3.79163 1.82222  0.0895
H -0.50971 1.17564 6.23802  0.1393
H 0.81218 -0.72376 7.20842  0.1285
H 2.04696 -2.27697 5.66561  0.1398
H -0.43064 -3.08127 1.55235  0.0936
H -1.22302 -3.24484 -0.01188  0.0798
H -0.87684 -1.64802 0.59886  0.0328
H 0.14356 -3.97269 -1.74258  0.1118
H 2.39016 -4.30204 -2.73232  0.1133
H 4.37980 -3.41075 -1.59316  0.1220
H 5.37662 -1.99426 0.02570  0.0957
H 4.75495 -2.81892 1.45476  0.0971
H 4.45547 -1.11058 1.23605  0.0359
O 3.95282 3.08237 0.75369  -0.0558
P 3.86659 1.56336 1.14929  0.3178
O 4.93280 1.01572 1.96189  -0.1818
O 2.40099 1.49123 1.80625  -0.3050
O 3.62759 0.80302 -0.23739  -0.2012
P 2.44369 0.73064 -1.30393  0.3525
O 2.20092 2.23225 -1.71838  -0.0692
O 2.61378 -0.24373 -2.35792  -0.1620
O 1.17498 0.51257 -0.31740  -0.2922
H 4.79533 3.49317 0.99596  0.1214
H 2.37653 2.40719 -2.65360  0.1198
C -3.74912 -3.43996 -2.97487  -0.1082
C -3.51782 -2.16844 -3.78000  -0.2963
C -3.30799 -0.94401 -2.89240  -0.3323
S -1.64724 -0.99142 -2.16067  0.9498
O -1.66416 -0.10907 -0.94851  -0.5285
C -0.70526 -0.09619 -3.43006  -0.3140
C -0.75974 1.41961 -3.27474  -0.2863
C -2.05142 2.07468 -3.74469  -0.0980
H -3.81463 -4.31655 -3.61892  0.0778
H -4.67608 -3.37331 -2.40189  0.0800
H -2.93250 -3.61143 -2.26835  0.0530
H -4.36274 -1.97270 -4.44250  0.1136
H -2.65227 -2.29443 -4.44037  0.1021
H -3.96927 -0.95204 -2.02298  0.0996
H -3.45461 -0.00849 -3.42756  0.0677
H -1.09478 -0.43378 -4.39516  0.0970
H 0.31736 -0.46810 -3.34197  0.0653
H 0.08488 1.82213 -3.84164  0.1078
H -0.59045 1.67264 -2.22417  0.0795
H -2.31173 1.76635 -4.76014  0.0839
H -1.95522 3.16139 -3.74330  0.0771
H -2.88340 1.82894 -3.08367  0.0574

Atoms 1-2, force components in eV/Å:
V -0.12 -0.21 0.27
C -0.06 -0.04 -0.05

The frontier orbital gap is 5.39 eV. As for the charge: +1. The calculation puts the HOMO energy at -11.00 eV. The energy comes out at -4068.96651 Ha.